(1)
# C5H3F

C5H3F in the gas phase at a distorted geometry (ωB97M-V with the def2-TZVPD basis set, the Open Molecules 2025 dataset).

The structure (SMILES) is C#CC#CCF. The value obtained for the energy above the lowest of the compared OMol25 structures with the same formula, charge and spin is 35.7 kJ/mol. The total charge is 0. The multiplicity is 1. The calculation puts the LUMO energy at 0.652 eV. For the HOMO-LUMO gap, the calculation gives 10.3945 eV. For the HOMO energy, the calculation gives -9.7 eV.

CARTESIAN COORDINATES (ANGSTROEM)
F1 0.574 -2.086 1.257
C1 1.177 -0.830 1.272
C2 0.643 -0.035 0.217
C3 -0.180 0.521 -0.446
C4 -1.586 2.032 -1.886
C5 -1.094 1.216 -1.188
H1 2.204 -1.084 1.109
H2 0.996 -0.285 2.237
H3 -2.127 2.723 -2.473

Cartesian forces, eV/Å:
-0.51 0.03 0.42
0.43 -0.43 0.77
-0.59 0.06 0.13
-0.43 0.06 -0.31
-1.47 1.24 -1.18
1.57 -0.76 0.76
0.87 0.41 0.28
0.26 -0.82 -0.66
-0.13 0.20 -0.22

(2)
# C5H3F

C5H3F in the gas phase at a distorted geometry (ωB97M-V with the def2-TZVPD basis set, the Open Molecules 2025 dataset).

The structure (SMILES) is FC#CC1=CC1. The value obtained for the energy above the lowest of the compared OMol25 structures with the same formula, charge and spin is 452.5 kJ/mol. The total charge is 0. The multiplicity is 1. The calculation puts the LUMO energy (alpha / beta) at 0.011 / 0.011 eV. For the HOMO-LUMO gap (alpha / beta), the calculation gives 8.7860 / 8.7851 eV. For the HOMO energy (alpha / beta), the calculation gives -8.8 / -8.8 eV.

CARTESIAN COORDINATES (ANGSTROEM)
F1 2.754 1.196 0.121
C1 -1.336 -0.687 -0.515
C2 1.001 -0.057 -0.220
C3 -0.915 0.317 0.417
C4 2.162 0.051 -0.156
C5 -0.037 -0.757 -0.370
H1 -0.976 0.126 1.464
H2 -1.991 -1.543 -0.760
H3 -0.662 1.355 0.019

Cartesian forces, eV/Å:
1.76 0.33 0.54
-0.39 -2.52 -0.46
-4.68 -2.42 -0.29
-0.93 2.57 -0.60
9.82 3.51 0.42
-4.31 -2.00 -1.72
-0.07 0.45 0.81
-0.19 1.25 0.40
-1.01 -1.16 0.91

(3)
# C5H3F6I

C5H3F6I in the gas phase at a distorted geometry (ωB97M-V with the def2-TZVPD basis set, the Open Molecules 2025 dataset).

The structure (SMILES) is C=CC(F)(F)[C@@](F)(I)C(F)(F)F. The total charge is 0. The multiplicity is 1. The calculation puts the LUMO energy at 0.183 eV. For the HOMO-LUMO gap, the calculation gives 10.2590 eV. For the HOMO energy, the calculation gives -10.1 eV.

CARTESIAN COORDINATES (ANGSTROEM)
I1 -2.997 -1.386 -0.078
F1 -1.310 2.208 -1.599
F2 -2.371 1.021 1.743
F3 -1.289 0.061 -2.213
F4 -4.302 1.431 1.269
F5 -3.907 0.977 -1.378
F6 -2.816 2.821 0.638
C1 -2.904 0.630 -0.492
C2 -0.385 0.703 -0.096
C3 -1.317 0.971 -1.152
C4 -3.079 1.529 0.753
C5 0.312 -0.424 -0.019
H1 -0.233 1.593 0.581
H2 1.114 -0.720 0.613
H3 0.036 -1.041 -0.888

Cartesian forces, eV/Å:
-0.52 -0.95 0.28
0.18 0.54 -0.56
2.05 -0.10 0.80
0.53 1.34 0.68
-1.59 0.26 -0.84
0.90 -0.03 0.31
0.43 0.04 -0.73
1.48 2.35 -1.42
2.86 1.40 2.00
-4.45 -2.47 -0.21
-1.28 -1.05 1.21
-1.21 0.24 -2.27
-0.19 -1.18 -0.67
0.16 0.10 0.69
0.66 -0.48 0.75

(4)
# C5H3N

C5H3N in the gas phase at a distorted geometry (ωB97M-V with the def2-TZVPD basis set, the Open Molecules 2025 dataset).

The structure (SMILES) is C#CC(=N)C#C. The value obtained for the energy above the lowest of the compared OMol25 structures with the same formula, charge and spin is 202.8 kJ/mol. The total charge is 0. The multiplicity is 1. The calculation puts the LUMO energy at -0.005 eV. For the HOMO-LUMO gap, the calculation gives 10.2125 eV. For the HOMO energy, the calculation gives -10.2 eV.

CARTESIAN COORDINATES (ANGSTROEM)
N1 0.180 -2.050 -0.351
C1 1.618 1.083 0.533
C2 -0.018 -0.841 -0.055
C3 -1.306 -0.141 -0.143
C4 -2.000 0.850 -0.327
C5 0.999 0.071 0.304
H1 2.127 1.885 0.971
H2 -2.690 1.602 -0.582
H3 1.091 -2.460 -0.350

Cartesian forces, eV/Å:
-2.19 -0.64 -0.40
-0.59 -1.57 0.22
-0.02 -0.82 -0.33
-0.45 1.76 -0.47
1.15 -2.56 0.28
1.06 2.19 0.35
0.56 0.67 -0.01
-0.40 0.42 0.03
0.88 0.55 0.33

Respective electronic energy values: -7946.7539, -7942.4341, -29637.6337, -6718.6217 eV.